The following is a quantum chemistry calculation of a structure of composition C29H41AsBrClNO4P2Si2Y at a distorted geometry, from OMol25.

Last column: Löwdin charge in e.
Atoms and positions in Å:
Y -0.8354 -0.2877 -0.2703  0.999
Cl 3.4925 4.0143 -5.2530  0.653
C 2.7318 2.8846 -4.1794  -0.678
C 3.4073 1.7114 -3.8234  -0.086
C 2.8228 0.8150 -2.9710  -0.003
C 1.5241 1.0152 -2.4292  -0.345
O 0.9957 0.1467 -1.6375  -0.339
C 0.8452 2.2112 -2.8303  -0.122
C -0.4874 2.4932 -2.3777  -0.170
O -1.1795 1.7775 -1.6600  -0.129
C 1.4740 3.1265 -3.6934  -0.061
H 4.3856 1.5157 -4.2373  0.109
H 3.3504 -0.0814 -2.6803  0.103
H -0.9105 3.4487 -2.7475  0.139
H 0.9357 4.0212 -3.9725  0.114
Br -1.4762 -3.5485 1.2359  0.827
C -1.5518 -2.2580 2.6378  -0.712
C -1.8570 -2.5813 3.9447  -0.084
C -1.8167 -1.5462 4.8722  -0.026
C -1.4668 -0.2737 4.4545  0.016
C -1.1925 -0.0643 3.1095  -0.199
N -1.2428 -1.0504 2.2157  -0.014
C -0.7073 1.2886 2.5434  -0.659
O -0.2296 2.0792 3.3398  0.059
O -0.8115 1.3933 1.2913  -0.161
H -2.1026 -3.5916 4.2261  0.109
H -2.0297 -1.7440 5.9116  0.116
H -1.3798 0.5538 5.1388  0.125
C 1.2648 -4.2164 -0.8410  -0.290
P 1.1666 -2.3982 -1.2403  0.878
C 1.3601 -2.5266 -3.0714  -0.234
C 2.8887 -1.9884 -0.7398  -0.385
C 3.9579 -2.6200 -1.3654  -0.105
C 5.2597 -2.3497 -0.9967  -0.072
C 5.5083 -1.4509 0.0260  -0.072
C 4.4563 -0.8222 0.6638  -0.087
C 3.1406 -1.0753 0.2857  -0.369
P 1.7255 -0.2715 1.1386  0.908
C 2.3762 1.4360 1.3451  -0.215
C 2.0394 -0.9554 2.8346  -0.224
H 2.1048 -4.7062 -1.3303  0.037
H 0.3403 -4.7086 -1.1360  0.013
H 1.3710 -4.3367 0.2349  0.018
H 2.1740 -3.1898 -3.3556  0.039
H 1.5345 -1.5404 -3.4924  0.032
H 0.4336 -2.9194 -3.4828  0.021
H 3.7836 -3.3490 -2.1409  0.090
H 6.0780 -2.8568 -1.4857  0.106
H 6.5222 -1.2565 0.3402  0.105
H 4.6783 -0.1468 1.4785  0.096
H 3.3041 1.4436 1.9187  0.042
H 1.6395 2.0424 1.8735  0.028
H 2.5452 1.8687 0.3570  0.052
H 3.0818 -0.8306 3.1167  0.040
H 1.7936 -2.0177 2.8450  0.043
H 1.4152 -0.4374 3.5600  0.035
C -6.4882 -0.9238 -0.6440  -0.251
Si -4.8282 -1.6237 0.0247  0.249
C -5.0705 -3.5372 0.0362  -0.226
C -4.6452 -0.9786 1.8354  -0.224
As -3.2180 -0.4977 -1.2759  0.658
Si -2.9052 -1.9767 -3.0645  0.229
C -2.2175 -3.7431 -2.7210  -0.216
C -1.6691 -1.0650 -4.2191  -0.232
C -4.5500 -2.2442 -4.0179  -0.229
H -7.3679 -1.3819 -0.2048  0.018
H -6.5370 -1.0540 -1.7226  0.004
H -6.5191 0.1451 -0.4487  0.017
H -5.8974 -3.8176 0.6819  0.023
H -4.1953 -4.0885 0.3643  -0.040
H -5.3125 -3.8666 -0.9697  0.008
H -5.5968 -0.6361 2.2317  0.022
H -3.9592 -0.1276 1.8485  0.003
H -4.2570 -1.7352 2.5147  0.004
H -1.2236 -3.6990 -2.2844  -0.043
H -2.1592 -4.3417 -3.6255  0.030
H -2.8542 -4.2716 -2.0187  0.007
H -1.2808 -1.6971 -5.0106  0.024
H -0.8225 -0.6824 -3.6499  -0.015
H -2.1524 -0.2137 -4.6897  0.026
H -5.2135 -2.8911 -3.4533  0.008
H -4.4044 -2.6909 -4.9960  0.019
H -5.0531 -1.2898 -4.1481  0.017

Results
LUMO level = -0.18 eV
Relative energy (zero: lowest compared OMol25 entry of this formula, charge and spin) = 137.5 kJ/mol
Orbital gap = 7.14 eV